No. 1
{
  "formula": "C11H10ClMnN",
  "method": "ωB97M-V/def2-TZVPD",
  "symbols": ["C", "C", "C", "H", "C", "C", "H", "H", "H", "H", "Mn", "Cl", "C", "C", "C", "H", "C", "C", "H", "H", "H", "H", "N", "C"],
  "xyz": [[1.354, 1.569, -1.480], [0.543, 0.512, -2.163], [0.971, -0.745, -1.623], [-0.205, 0.694, -2.929], [2.081, -0.545, -0.779], [2.268, 0.869, -0.615], [3.078, 1.355, -0.068], [1.286, 2.624, -1.683], [0.604, -1.718, -1.958], [2.749, -1.312, -0.378], [-0.079, 0.980, -0.244], [-1.549, 2.460, -0.826], [-1.794, -0.319, 1.987], [-0.881, -1.453, 2.042], [-0.762, -1.984, 0.720], [-0.410, -1.845, 2.940], [-1.559, -1.177, -0.153], [-2.239, -0.167, 0.649], [-3.026, 0.483, 0.290], [-2.093, 0.285, 2.834], [-0.172, -2.843, 0.442], [-1.773, -1.374, -1.199], [1.020, 2.064, 2.582], [0.588, 1.586, 1.611]],
  "lowdin_charge": [-0.29, -0.22, -0.16, 0.10, -0.10, -0.12, 0.11, 0.09, 0.11, 0.11, 0.38, 0.06, -0.19, -0.16, -0.20, 0.07, -0.23, -0.26, 0.05, 0.08, 0.07, 0.08, -0.04, -0.32],
  "orbital_gap_ev": [5.223, 7.044],
  "mol_weight_da": 246.6,
  "lumo_energy_ev": [1.64, 3.25],
  "total_charge": -1,
  "total_energy_ha": -2091.09583,
  "spin_multiplicity": 5,
  "homo_ev": [-3.58, -3.79]
}

***

No. 2
{
  "formula": "C11H10ClP",
  "method": "ωB97M-V/def2-TZVPD",
  "symbols": ["C", "C", "C", "C", "C", "C", "C", "C", "C", "C", "C", "P", "Cl", "H", "H", "H", "H", "H", "H", "H", "H", "H", "H"],
  "xyz": [[1.077, 2.978, 0.779], [1.402, 1.777, 1.370], [0.399, 3.036, -0.452], [1.101, 0.585, 0.785], [0.057, 1.860, -1.076], [0.481, 0.651, -0.485], [0.221, -2.861, -0.160], [0.730, -1.900, -0.925], [-1.698, -1.407, 0.265], [-1.065, -2.675, 0.604], [0.165, -0.562, -1.137], [-3.212, -0.837, 0.465], [-3.087, 0.872, -0.642], [1.444, 3.763, 1.393], [1.902, 1.966, 2.386], [0.214, 3.943, -0.835], [1.410, -0.235, 1.338], [-0.547, 1.959, -1.937], [0.611, -3.964, -0.185], [1.454, -2.061, -1.581], [-1.853, -3.516, 0.380], [-0.814, -2.741, 1.783], [-0.393, -0.632, -2.135]],
  "lowdin_charge": [-0.08, -0.10, -0.05, -0.02, -0.06, -0.25, -0.12, -0.14, -0.52, -0.34, -0.03, 0.48, 0.10, 0.09, 0.13, 0.06, 0.10, 0.09, 0.14, 0.06, 0.13, 0.15, 0.15],
  "orbital_gap_ev": [6.626, 7.316],
  "mol_weight_da": 208.6,
  "lumo_energy_ev": [-0.80, -0.62],
  "total_charge": 0,
  "relative_energy_ev": 3.282,
  "total_energy_ha": -1226.52812,
  "homo_ev": [-7.42, -7.94]
}

***

No. 3
{
  "formula": "C11H10ClPS",
  "method": "ωB97M-V/def2-TZVPD",
  "symbols": ["C", "C", "C", "C", "C", "C", "C", "C", "C", "C", "C", "P", "S", "Cl", "H", "H", "H", "H", "H", "H", "H", "H", "H", "H"],
  "xyz": [[-1.088, -0.400, 2.359], [0.062, 0.304, 2.681], [-1.766, -0.105, 1.190], [0.529, 1.292, 1.837], [-1.295, 0.881, 0.341], [-0.141, 1.587, 0.654], [0.592, -2.609, -1.242], [1.361, -1.478, -0.736], [-0.265, -2.310, -2.231], [1.068, -0.384, -1.418], [0.410, 2.608, -0.291], [-0.351, -0.503, -2.519], [2.078, 2.134, -0.838], [0.499, -0.333, -4.320], [-1.457, -1.172, 3.018], [0.596, 0.074, 3.591], [-2.666, -0.644, 0.936], [1.423, 1.841, 2.087], [-1.827, 1.104, -0.573], [0.760, -3.602, -0.854], [2.100, -1.581, 0.037], [-0.923, -3.006, -2.722], [-0.219, 2.714, -1.177], [0.521, 3.586, 0.188]],
  "lowdin_charge": [-0.10, -0.08, -0.09, -0.07, -0.10, -0.36, -0.17, -0.18, -0.31, -0.30, -0.57, 0.53, 0.67, 0.24, 0.10, 0.10, 0.10, 0.10, 0.08, 0.10, 0.11, 0.06, 0.06, 0.08],
  "orbital_gap_ev": [7.060, 6.998],
  "mol_weight_da": 240.7,
  "lumo_energy_ev": [-1.58, -1.62],
  "total_charge": 0,
  "relative_energy_ev": 2.523,
  "total_energy_ha": -1624.76773,
  "homo_ev": [-8.64, -8.62]
}

***

No. 4
{
  "formula": "C11H10F2",
  "method": "ωB97M-V/def2-TZVPD",
  "symbols": ["C", "C", "C", "C", "C", "C", "C", "C", "C", "C", "C", "F", "F", "H", "H", "H", "H", "H", "H", "H", "H", "H", "H"],
  "xyz": [[0.730, -2.903, 0.104], [1.820, -2.044, -0.068], [-0.561, -2.455, 0.076], [1.509, -0.698, -0.078], [-0.816, -1.115, 0.000], [0.267, -0.159, -0.071], [-2.138, -0.435, -0.032], [-2.025, 0.898, -0.197], [-0.129, 1.285, -0.035], [0.289, 2.047, -1.341], [0.139, 1.809, 1.338], [-3.153, -1.302, 0.025], [-2.849, 1.905, -0.111], [1.003, -3.961, 0.186], [2.834, -2.390, 0.036], [-1.503, -3.106, 0.003], [2.405, -0.032, -0.209], [0.731, 1.410, -2.097], [1.185, 2.685, -1.044], [-0.467, 2.853, -1.630], [-0.010, 2.892, 1.391], [1.232, 1.451, 1.635], [-0.493, 1.366, 2.119]],
  "lowdin_charge": [-0.09, -0.07, -0.04, -0.07, -0.11, -0.19, -0.19, -0.07, -0.32, -0.03, -0.05, 0.08, 0.10, 0.11, 0.10, 0.15, 0.13, 0.07, 0.09, 0.10, 0.08, 0.13, 0.09],
  "orbital_gap_ev": 9.138,
  "mol_weight_da": 180.2,
  "lumo_energy_ev": 0.75,
  "total_charge": 0,
  "relative_energy_ev": 0.087,
  "total_energy_ha": -624.78852,
  "homo_ev": -8.39
}

***

No. 5
{
  "formula": "C11H10OS",
  "method": "ωB97M-V/def2-TZVPD",
  "symbols": ["C", "C", "C", "C", "C", "C", "C", "C", "C", "C", "C", "O", "S", "H", "H", "H", "H", "H", "H", "H", "H", "H", "H"],
  "xyz": [[0.758, -3.362, 0.063], [2.061, -2.961, -0.091], [-0.256, -2.418, -0.223], [2.358, -1.627, -0.145], [0.009, -0.979, -0.181], [1.415, -0.593, -0.181], [-0.972, -0.066, -0.231], [0.589, 2.056, -0.434], [-2.859, 1.483, 0.646], [-1.881, 0.836, -0.308], [0.052, 3.192, 0.114], [2.882, 1.664, 0.067], [1.627, 1.085, 0.455], [0.593, -4.447, -0.122], [2.907, -3.562, -0.321], [-1.315, -2.830, -0.467], [3.323, -1.261, -0.375], [-3.627, 0.676, 0.927], [-2.360, 1.884, 1.553], [-1.928, 1.284, -1.332], [0.460, 3.755, 0.994], [-3.376, 2.477, 0.188], [-0.460, 3.715, -0.598]],
  "lowdin_charge": [-0.09, -0.11, 0.00, -0.09, -0.25, -0.27, -0.02, -0.25, -0.10, -0.20, -0.06, -0.46, 0.91, 0.12, 0.10, 0.14, 0.10, 0.10, 0.07, 0.13, 0.09, 0.12, 0.02],
  "orbital_gap_ev": [6.050, 7.387],
  "mol_weight_da": 190.3,
  "lumo_energy_ev": [-1.22, -0.98],
  "total_charge": 0,
  "relative_energy_ev": 7.044,
  "total_energy_ha": -898.26965,
  "homo_ev": [-7.27, -8.37]
}

***

No. 6
{
  "formula": "C11H10P2",
  "method": "ωB97M-V/def2-TZVPD",
  "symbols": ["C", "C", "C", "C", "C", "C", "C", "C", "C", "C", "C", "P", "P", "H", "H", "H", "H", "H", "H", "H", "H", "H", "H"],
  "xyz": [[0.894, -2.108, -0.093], [-0.815, 2.111, -2.557], [-0.521, -2.155, -0.524], [-1.033, 0.784, -2.898], [-0.418, -0.096, 2.247], [1.636, -2.237, 1.063], [-0.748, 2.380, -1.200], [0.111, -1.077, 3.006], [-0.975, -1.351, -1.502], [-1.077, -0.065, -1.773], [0.054, 0.621, 1.034], [1.573, -2.125, 2.884], [-1.333, 1.010, -0.241], [1.522, -1.926, -0.963], [-0.648, 2.872, -3.304], [-1.124, -2.958, -0.116], [-1.113, 0.422, -3.908], [-1.328, 0.351, 2.642], [2.692, -2.363, 0.813], [-0.578, 3.364, -0.798], [-0.411, -1.249, 3.944], [0.325, 1.639, 1.339], [0.898, 0.154, 0.531]],
  "lowdin_charge": [-0.18, -0.19, -0.12, -0.12, -0.25, -0.42, -0.29, -0.43, 0.00, -0.39, -0.33, 0.91, 1.06, 0.10, 0.10, 0.10, 0.10, 0.09, 0.03, 0.06, 0.03, 0.08, 0.06],
  "orbital_gap_ev": [5.763, 6.608],
  "mol_weight_da": 204.1,
  "lumo_energy_ev": [-1.31, -0.79],
  "total_charge": 0,
  "total_energy_ha": -1107.63393,
  "homo_ev": [-7.07, -7.40]
}